No. 1
ORCA calculation (wB97M-V/def2-TZVPD) on C16H24AlF18N3O26S10 as an isolated structure.

Summary:
- F_max: 5.9 eV/Å
- Multiplicity: 1
- LUMO level: -7.569 eV
- E_HOMO: -10.75 eV
- Gap between HOMO and LUMO: 3.2 eV

CARTESIAN COORDINATES (ANGSTROEM)
Al  -1.62266  0.96588  -2.18407
C  -0.39433  -3.53210  -3.60544
F  -0.20466  -2.82582  -4.71189
F  -1.64069  -3.98082  -3.66020
F  0.47430  -4.49838  -3.53846
S  -0.18643  -2.36289  -2.03773
O  0.52115  -3.01255  -0.98604
O  0.43736  -1.19802  -2.62908
N  -1.77339  -1.81245  -1.69327
S  -2.38418  -2.91706  -0.58231
O  -2.50373  -4.25859  -1.11387
O  -1.76492  -2.90150  0.72075
C  -4.18428  -2.28192  -0.46030
F  -4.63308  -2.39159  0.77778
F  -4.16124  -1.01182  -0.87438
F  -5.02318  -2.87953  -1.29144
C  -5.56005  1.82417  -0.46634
F  -4.52990  1.68192  0.35874
F  -6.05150  0.64607  -0.79864
F  -6.46443  2.57171  0.12591
S  -4.91603  2.78352  -1.93836
O  -6.04532  3.46834  -2.49399
O  -3.83326  3.62718  -1.48524
N  -4.16278  1.52642  -2.88785
S  -5.23687  1.14090  -3.97737
O  -6.58917  1.01883  -3.49797
O  -5.06676  1.81794  -5.23474
C  -4.72613  -0.72612  -4.30299
F  -3.38963  -0.79094  -4.36058
F  -5.24472  -1.45076  -3.34243
F  -5.12189  -1.06987  -5.52112
C  1.44991  -0.37025  0.94169
F  0.89811  -1.40126  1.54828
F  2.60829  -0.07442  1.52532
F  1.72864  -0.64679  -0.31639
S  0.52131  1.32307  1.00002
O  0.80020  1.85915  2.30510
O  0.95369  2.07506  -0.16729
N  -1.11768  0.94371  0.60377
S  -1.84038  0.39889  1.98408
O  -2.98414  -0.38190  1.51637
O  -0.98065  -0.14581  2.99609
C  -2.58177  2.05215  2.73056
F  -2.10632  3.00862  1.94579
F  -3.88683  1.97782  2.86523
F  -2.08909  2.26099  3.94427
O  8.28398  -0.35515  -1.02802
S  8.55685  -1.75202  -0.84513
O  9.88185  -2.30496  -0.68631
O  7.76395  -2.33322  0.45777
C  6.33630  -2.33047  0.57770
C  5.62251  -1.05558  0.08296
C  7.78457  -2.67335  -2.20445
H  6.09121  -2.30954  1.63892
H  5.93885  -3.20643  0.06611
H  5.67780  -1.12213  -1.00258
H  6.11475  -0.18472  0.51249
H  4.59738  -1.01507  0.44403
H  8.25292  -2.35822  -3.13491
H  6.70848  -2.52059  -2.19706
H  8.02301  -3.73006  -2.09698
O  1.05143  1.67894  -3.07204
S  2.30916  2.14862  -3.61406
O  3.07347  1.28527  -4.50311
O  2.01234  3.49775  -4.50809
C  3.17018  3.98727  -5.22568
C  3.05537  5.50019  -5.17159
C  3.25642  2.86841  -2.24908
H  3.14472  3.57600  -6.23283
H  4.16999  3.76783  -4.84682
H  3.96771  6.02292  -5.47439
H  2.73427  5.89834  -4.21169
H  2.42678  5.94188  -5.95030
H  4.32060  2.72513  -2.42280
H  2.95398  2.35368  -1.33698
H  3.03890  3.92025  -2.07674
C  -5.84187  -1.74436  4.09095
C  -5.25927  -0.36075  3.83872
O  -3.90307  -0.48801  4.10961
S  -3.75329  -1.50451  5.44321
O  -3.65920  -0.70068  6.63152
O  -2.65056  -2.41268  5.22986
O  -5.17717  -2.14716  5.29022
H  -5.51876  -2.43138  3.30638
H  -6.91761  -1.84317  4.20706
H  -5.75071  0.45498  4.37568
H  -5.33194  -0.14586  2.76973
C  1.21210  0.86943  5.77229
C  0.58847  -0.47009  5.50328
O  1.39150  -1.43419  6.18968
S  2.94624  -1.01495  6.06111
O  3.49706  -1.49602  4.80197
O  3.67896  -1.28810  7.26603
O  2.58844  0.60870  5.92662
H  0.84296  1.37956  6.66355
H  1.01972  1.48766  4.89473
H  0.75334  -0.73656  4.45844
H  -0.46598  -0.55201  5.75102

Forces on atoms 1 to 6 (eV/Å):
Al -0.261 -1.546 1.684
C -1.183 0.607 -0.049
F 0.379 0.262 0.421
F 0.312 -0.270 0.256
F 0.228 -0.281 0.292
S 0.325 1.146 -0.927

Charges in e, computed with Mulliken, in the same order as the atoms: 1.57 0.59 -0.20 -0.18 -0.17 0.70 -0.52 -0.49 -0.06 0.91 -0.62 -0.49 0.51 -0.16 -0.10 -0.26 0.67 -0.17 -0.19 -0.23 0.83 -0.53 -0.62 -0.25 0.89 -0.52 -0.63 0.64 -0.23 -0.16 -0.21 0.66 -0.08 -0.20 -0.06 0.42 -0.52 -0.39 0.21 -0.73 0.22 -0.12 0.63 -0.18 -0.11 -0.21 -0.56 1.16 -0.60 -0.32 -0.48 -0.62 -0.88 0.40 0.31 0.30 0.32 0.00 0.35 0.29 0.31 -0.26 1.05 -0.68 -0.22 -0.26 -1.19 -0.76 0.33 0.30 0.38 0.28 0.33 0.43 0.11 0.30 -0.29 0.17 -0.19 1.17 -0.60 -0.53 -0.37 0.17 0.35 0.21 -0.14 0.13 0.14 -0.37 1.06 -0.48 -0.55 -0.39 0.34 0.02 -0.01 0.17

***

No. 2
ORCA calculation (wB97M-V/def2-TZVPD) on C16H24AsBBrN4O3SZr as an isolated structure.

Summary:
- F_max: 0.4 eV/Å
- Multiplicity: 2
- LUMO level (spin up / spin down): -0.387 / -0.379 eV
- ⟨S²⟩: 0.78
- E_HOMO (spin up / spin down): -5.23 / -8.37 eV
- ΔE to the lowest compared entry with this formula, charge and spin: 30.1 kcal/mol
- Gap between HOMO and LUMO (spin up / spin down): 4.8 / 8.0 eV

CARTESIAN COORDINATES (ANGSTROEM)
Zr  -0.07762  -0.16860  -0.10874
O  1.33357  -0.32035  1.56337
N  1.57660  0.61581  2.47253
C  2.71825  0.49300  3.18500
C  3.03607  1.41141  4.14487
C  2.16266  2.47964  4.36915
C  1.01576  2.58931  3.62250
C  0.70780  1.64213  2.63685
S  -0.68794  1.69383  1.64669
H  3.31068  -0.36630  2.91123
H  3.95332  1.30055  4.70267
H  2.39322  3.22246  5.12009
H  0.32612  3.40876  3.76045
B  -2.20469  2.04859  -2.26528
C  -2.45780  0.99376  -1.13358
N  -2.44201  0.14075  -0.33733
H  -2.84638  3.04033  -2.05061
H  -1.00434  2.24590  -2.14638
H  -2.45871  1.49690  -3.31306
C  -2.61421  -3.29341  1.41944
As  -0.88439  -2.41670  1.59980
C  -0.83454  -1.98236  3.49307
C  0.35393  -3.89983  1.49464
H  -2.70957  -4.12503  2.11768
H  -2.69915  -3.67153  0.40323
H  -3.41052  -2.57486  1.60686
H  -1.07118  -2.85614  4.09958
H  -1.53851  -1.18122  3.71174
H  0.17357  -1.64195  3.72682
H  0.19009  -4.60049  2.31262
H  1.36645  -3.50173  1.53152
H  0.21600  -4.40456  0.54012
Br  5.87335  -3.80206  -2.97870
C  5.06039  -2.08280  -2.85738
C  5.68678  -1.00474  -3.47493
C  5.07804  0.25004  -3.37345
C  3.89863  0.42336  -2.68794
C  3.26831  -0.68427  -2.06398
C  3.88278  -1.95984  -2.16282
C  2.06441  -0.54115  -1.36528
O  1.39117  -1.52661  -0.78014
O  1.41925  0.63555  -1.20803
H  6.61246  -1.13968  -4.01403
H  5.54657  1.10365  -3.84721
H  3.43423  1.39730  -2.61785
H  3.42372  -2.81599  -1.68990
N  -0.82280  -1.22232  -2.17437
N  -1.61135  -2.35034  -1.75390
H  -1.26621  -0.67688  -2.91212
H  0.07152  -1.58314  -2.49178
H  -1.84788  -2.92524  -2.55772
H  -2.47679  -1.96221  -1.38904

Forces on atoms 1 to 6 (eV/Å):
Zr 0.136 -0.086 0.119
O -0.078 0.022 -0.132
N 0.009 0.132 0.006
C -0.101 -0.030 -0.024
C 0.003 0.011 0.020
C -0.014 -0.015 -0.021

Charges in e, computed with natural (NBO), in the same order as the atoms: 2.05 -0.64 0.02 0.04 -0.26 -0.15 -0.23 0.05 -0.16 0.24 0.24 0.23 0.24 -0.58 0.39 -0.67 0.04 0.04 0.01 -0.95 0.97 -0.94 -0.94 0.23 0.24 0.24 0.23 0.24 0.23 0.22 0.25 0.25 0.02 -0.05 -0.30 -0.20 -0.22 -0.12 -0.28 0.56 -0.83 -0.81 0.22 0.21 0.22 0.23 -0.70 -0.65 0.39 0.41 0.35 0.37

***

No. 3
ORCA calculation (wB97M-V/def2-TZVPD) on C16H24AuNO3S4Si as an isolated structure.

Summary:
- F_max: 0.1 eV/Å
- Multiplicity: 1
- LUMO level (spin up / spin down): -2.660 / -2.664 eV
- E_HOMO (spin up / spin down): -7.35 / -7.35 eV
- Gap between HOMO and LUMO (spin up / spin down): 4.7 / 4.7 eV

CARTESIAN COORDINATES (ANGSTROEM)
Au  0.37672  -1.11595  -0.58459
C  0.36806  1.77227  1.84159
O  0.16125  0.53375  2.48056
C  0.92123  0.34719  3.65076
C  2.38587  0.05298  3.40806
O  2.50609  -1.19827  2.77145
C  3.85033  -1.59425  2.63079
H  0.25821  2.60500  2.54721
H  -0.38773  1.85792  1.06332
H  1.35831  1.83740  1.37510
H  0.47788  -0.50813  4.16303
H  0.84202  1.22516  4.30711
H  2.90219  0.04135  4.37866
H  2.85663  0.83600  2.79716
H  4.34723  -1.66655  3.60558
H  4.41354  -0.88790  2.00688
H  3.85956  -2.57202  2.15462
O  6.60319  -0.25016  -3.51693
C  5.47574  -0.41558  -3.16779
S  5.04604  -1.49854  -1.81254
C  3.32529  -1.21287  -1.81685
C  2.81779  -0.39662  -2.93454
S  1.26530  -0.17928  -3.35120
S  4.07133  0.35562  -3.91337
S  2.48255  -1.87780  -0.57238
C  -4.11866  0.18387  0.59787
Si  -2.78959  -1.06187  0.14735
C  -2.13481  -1.79671  1.73183
C  -3.51208  -2.43073  -0.91053
N  -1.45851  -0.28724  -0.67823
C  -1.56762  0.75374  -1.57442
C  -0.49260  1.64193  -1.79997
C  -0.58935  2.68687  -2.71528
C  -1.74588  2.88095  -3.44464
C  -2.81763  2.00906  -3.24216
C  -2.73628  0.97471  -2.33454
H  -4.75953  -0.24489  1.37287
H  -4.76063  0.47753  -0.23203
H  -3.66501  1.08868  1.01000
H  -2.92512  -2.33700  2.25906
H  -1.75892  -0.99803  2.37311
H  -1.31162  -2.49380  1.55760
H  -4.36142  -2.91568  -0.42361
H  -2.75431  -3.19387  -1.10380
H  -3.85292  -2.04845  -1.87582
H  0.38915  1.55261  -1.17473
H  0.25625  3.35115  -2.84634
H  -1.82215  3.68984  -4.15823
H  -3.72654  2.13572  -3.81772
H  -3.56884  0.29089  -2.22935

Forces on atoms 1 to 6 (eV/Å):
Au -0.042 0.082 -0.003
C 0.006 0.003 0.003
O -0.031 0.001 0.001
C 0.029 -0.013 0.009
C -0.038 0.011 -0.035
O 0.043 -0.065 -0.014

Charges in e, computed with natural (NBO), in the same order as the atoms: 0.55 -0.25 -0.53 -0.08 -0.09 -0.54 -0.25 0.17 0.21 0.16 0.20 0.17 0.17 0.16 0.17 0.16 0.20 -0.51 0.21 0.37 -0.41 -0.46 0.23 0.38 0.19 -1.14 1.82 -1.14 -1.13 -1.16 0.17 -0.23 -0.22 -0.27 -0.17 -0.28 0.24 0.24 0.24 0.23 0.26 0.24 0.23 0.24 0.23 0.20 0.21 0.21 0.21 0.21

***

No. 4
ORCA calculation (wB97M-V/def2-TZVPD) on C16H24B2F8K2O12 as an isolated structure.

Summary:
- F_max: 4.7 eV/Å
- Multiplicity: 2
- LUMO level (spin up / spin down): -4.500 / -10.369 eV
- ⟨S²⟩: 0.76
- E_HOMO (spin up / spin down): -12.36 / -12.36 eV
- Charge: +1
- Gap between HOMO and LUMO (spin up / spin down): 7.9 / 2.0 eV

CARTESIAN COORDINATES (ANGSTROEM)
K  -0.60951  -3.35587  0.44333
K  2.37170  -0.56749  -1.87937
B  -0.47582  -0.72829  -1.08929
F  -0.62999  0.56547  -1.44981
F  -0.05801  -1.45619  -2.21455
F  0.45509  -0.66843  -0.11072
F  -1.68658  -1.18884  -0.58894
B  2.14951  -4.24967  -0.36631
F  1.19184  -5.19027  -0.75026
F  2.04478  -3.07660  -1.09681
F  2.00816  -3.97145  0.97031
F  3.40304  -4.70665  -0.51580
C  -2.11087  4.03638  -0.49844
C  -1.03737  3.66759  -1.53009
C  -1.53293  3.48428  -2.94817
O  -0.55345  4.27745  -3.65201
C  0.02586  5.17899  -2.88515
O  0.83771  6.03810  -3.26463
O  -0.16587  4.83351  -1.60426
H  -2.77345  3.20444  -0.25980
H  -2.75819  4.83550  -0.85969
H  -1.69454  4.20940  0.49394
H  -0.37891  2.85222  -1.23058
H  -2.56848  3.79989  -3.07510
H  -1.41453  2.41478  -3.12210
C  2.37252  2.67981  -0.34073
C  1.42571  2.51312  0.86818
C  2.10694  2.17356  2.22027
O  1.69441  3.22793  3.06990
C  0.81262  3.94901  2.42917
O  -0.05240  4.63767  2.98702
O  0.85972  3.75500  1.12580
H  3.25329  3.28687  -0.13141
H  1.86342  3.01735  -1.24350
H  2.73907  1.69082  -0.61574
H  0.60415  1.81045  0.72896
H  3.18652  2.08794  2.09672
H  1.87881  1.20241  2.65951
C  1.94487  -1.69382  3.32635
C  2.37125  -1.14772  4.64476
C  3.51136  -0.13950  4.64325
O  3.03905  0.94748  5.38628
C  1.78123  0.75007  5.71478
O  1.15558  1.60574  6.35810
O  1.30299  -0.45943  5.23227
H  2.64388  -2.51945  3.19290
H  1.94335  -1.05370  2.44411
H  0.98245  -2.20363  3.37019
H  2.52180  -2.02555  5.27312
H  3.89487  0.09164  3.64947
H  4.34677  -0.43874  5.27620
C  -5.16294  -3.24738  -3.13221
C  -3.86314  -3.73088  -3.70879
C  -2.67842  -3.51275  -2.81470
O  -1.98341  -4.74946  -2.93352
C  -2.82858  -5.72781  -3.23040
O  -2.60724  -6.94606  -3.21388
O  -3.97153  -5.15227  -3.65558
H  -5.28711  -2.17114  -3.01222
H  -5.31787  -3.74788  -2.17639
H  -6.03993  -3.57641  -3.68964
H  -3.65765  -3.38226  -4.72089
H  -2.87299  -3.23470  -1.77888
H  -1.95263  -2.80461  -3.21454

Forces on atoms 1 to 6 (eV/Å):
K 0.284 -0.513 -0.142
K 0.134 -0.751 -0.299
B -1.863 0.127 -1.420
F -0.355 2.509 -1.189
F 0.167 -0.332 0.349
F 2.192 -0.967 2.191

Charges in e, computed with natural (NBO), in the same order as the atoms: 0.98 0.99 1.29 -0.57 -0.56 -0.58 -0.56 1.30 -0.56 -0.60 -0.58 -0.54 -0.63 0.07 -0.10 -0.48 0.96 -0.58 -0.52 0.23 0.24 0.20 0.18 0.20 0.22 -0.62 0.05 -0.11 -0.37 0.97 0.02 -0.37 0.25 0.26 0.19 0.24 0.23 0.23 -0.63 0.05 -0.11 -0.47 0.95 -0.58 -0.48 0.25 0.19 0.23 0.21 0.18 0.22 -0.63 0.06 -0.10 -0.49 0.97 -0.57 -0.49 0.22 0.22 0.24 0.20 0.17 0.21